This record from OMol25 describes a molecular structure, C40H90F12KN11O24S12. The level of theory is ωB97M-V/def2-TZVPD.

Element x y z (Å)
1 N 10.07 2.99 0.38
2 N -5.43 -6.74 4.24
3 C 7.80 -7.76 7.23
4 H 8.89 -6.82 4.83
5 C 2.98 -3.35 -8.30
6 O -7.15 -7.34 6.27
7 F -7.11 -10.09 -2.41
8 O 0.25 -0.99 -2.07
9 S -0.83 -0.98 -1.08
10 N 2.67 7.16 0.18
11 C 8.09 2.43 -1.02
12 C 9.89 4.55 0.56
13 C 12.62 2.75 -0.23
14 H 6.83 2.47 0.78
15 H -3.75 2.93 8.22
16 H -8.16 11.74 -4.31
17 S -11.72 1.42 -0.29
18 H 7.74 -7.69 3.84
19 F -10.91 0.63 -1.47
20 H 3.36 1.89 -9.92
21 C 6.70 -6.10 5.64
22 H 10.17 4.90 1.56
23 C -8.82 12.07 -0.52
24 S -7.64 -7.86 -5.06
25 O -4.03 -7.42 6.34
26 H 4.08 -7.34 6.33
27 C 2.94 1.22 -9.17
28 N -7.56 -8.04 -3.63
29 H 5.73 -9.00 6.55
30 S 0.92 -11.65 -3.02
31 H 2.43 -0.46 -10.52
32 H 5.51 -6.43 3.81
33 C 1.92 -1.08 -8.54
34 H -8.16 14.00 -1.17
35 H -7.36 8.60 -3.14
36 H -3.59 4.59 6.32
37 F -11.89 0.01 2.92
38 H -3.92 3.73 4.73
39 C -8.50 10.99 -1.57
40 H 11.56 3.15 1.85
41 H 10.03 3.39 -1.77
42 O -5.89 -9.24 5.16
43 H 10.01 -9.04 5.20
44 O 0.32 7.47 1.59
45 C 9.14 -9.71 3.39
46 F -3.97 -0.21 -2.64
47 H -7.52 13.40 0.42
48 H 9.78 -10.59 3.26
49 O -5.24 -5.20 6.22
50 H -5.43 9.45 -5.26
51 H 8.51 -9.86 5.35
52 C -6.04 3.33 7.34
53 C -1.70 0.79 7.80
54 O 0.70 7.96 -1.18
55 C 9.01 -9.09 4.76
56 H -1.45 1.33 8.71
57 H 8.68 -7.12 7.32
58 H -0.78 0.55 7.26
59 C -4.32 4.09 5.68
60 H 7.38 -5.40 5.15
61 N 1.80 -2.58 -8.92
62 C 9.00 2.34 1.28
63 H -5.18 5.95 5.38
64 C -7.71 12.47 -3.64
65 H 3.31 1.39 -8.16
66 H -6.04 11.82 -0.59
67 C -7.75 13.15 -0.62
68 O -13.02 1.51 -0.90
69 H 10.23 1.79 -1.38
70 H 2.59 -5.19 -7.02
71 O -10.85 2.58 -0.32
72 H 6.19 -9.10 4.81
73 H -6.81 12.98 -3.99
74 O -8.85 -8.08 -5.82
75 S -12.27 1.11 1.85
76 H 8.14 -9.89 2.99
77 O -2.92 1.19 -1.12
78 C 8.29 -7.73 4.77
79 C 4.72 -7.47 5.45
80 H -4.47 1.55 4.87
81 H 14.40 2.90 0.96
82 H -6.25 4.77 4.77
83 F -0.46 -2.35 -0.33
84 O -1.87 0.69 -3.37
85 S -4.73 -6.38 5.56
86 N 0.98 -10.28 -2.45
87 H -5.66 11.06 -3.49
88 H -9.80 12.52 -0.68
89 C -7.08 9.43 -3.80
90 H 7.06 -7.41 7.95
91 H -1.96 2.71 6.70
92 H 1.96 1.69 -9.23
93 O 1.70 -11.98 -4.21
94 C -6.59 12.44 -1.30
95 H 9.37 1.45 1.80
96 H -4.33 1.26 7.85
97 F -7.64 -6.21 -4.99
98 H 3.37 -2.88 -7.40
99 C 7.73 1.99 0.40
100 C 0.87 -4.59 -8.01
101 H -5.81 3.30 8.41
102 C -5.57 4.96 5.60
103 H 8.85 3.02 2.11
104 O 2.18 6.05 2.59
105 H -5.86 0.90 5.77
106 O 2.54 -11.05 -0.46
107 O -0.70 -0.15 0.11
108 O 1.15 5.45 -0.82
109 H 2.34 -0.97 -7.55
110 N 7.19 -7.52 5.83
111 F 2.41 6.84 -2.22
112 C 2.87 -0.29 -9.54
113 H -8.44 13.24 -3.37
114 H 0.49 -5.23 -8.81
115 F -0.46 -11.36 -3.85
116 C 5.96 -8.43 5.65
117 N -11.35 0.31 0.72
118 H 0.40 -4.99 -7.11
119 H -7.21 5.10 7.18
120 H 8.07 -8.80 7.41
121 H 1.61 -4.02 -10.43
122 C 5.36 -6.21 4.86
123 F -7.56 -8.00 4.01
124 S -6.38 -7.85 5.12
125 H 0.89 -0.74 -8.64
126 H 2.72 -5.51 -8.75
127 C -6.18 4.80 7.02
128 H 2.67 -2.60 -10.81
129 H 0.41 -2.69 -7.37
130 C 9.64 2.66 -1.07
131 O -9.34 -9.92 -3.07
132 O -6.39 -8.10 -5.82
133 H 3.87 -3.36 -8.94
134 K -3.05 -6.75 -0.89
135 H -7.91 9.72 -4.45
136 H 6.62 -5.71 6.65
137 H -2.67 1.21 5.95
138 S 1.58 6.84 -0.83
139 C 1.73 -2.93 -10.39
140 H 4.63 -5.42 5.02
141 N -4.83 2.87 6.49
142 H 10.55 5.13 -0.09
143 H -6.16 2.32 4.92
144 H -8.15 10.04 -1.17
145 H 7.52 0.94 0.61
146 O -11.72 2.35 2.42
147 H 7.72 1.66 -1.70
148 H 3.88 -0.69 -9.54
149 O 0.46 -12.73 -2.15
150 S 1.76 7.07 1.60
151 H -2.35 -0.09 7.83
152 S 2.54 -10.53 -1.79
153 H 12.80 3.78 -0.55
154 F -3.47 -5.70 4.80
155 H 14.71 2.21 -0.55
156 H -8.85 11.55 0.44
157 H -5.51 5.31 7.71
158 H -6.50 8.07 -5.47
159 H -0.39 -3.01 -8.93
160 F 3.03 -8.95 -1.57
161 H -5.79 12.97 -1.82
162 S -2.51 0.21 -2.11
163 N -2.20 -1.39 -1.50
164 H 12.41 2.10 -1.07
165 N -7.28 11.55 -2.36
166 C -2.48 1.77 6.87
167 H 0.95 -2.38 -10.91
168 O -13.72 0.91 1.84
169 C -6.37 10.46 -2.93
170 H 9.53 -8.86 2.83
171 H -6.94 2.75 7.14
172 H -5.38 8.10 -4.14
173 C -6.05 8.72 -4.73
174 S -8.04 -9.67 -3.67
175 H -5.83 9.98 -2.11
176 O -7.62 -10.57 -4.75
177 H -9.25 10.79 -2.34
178 C 13.97 2.20 0.25
179 C 0.51 -3.19 -8.34
180 C 11.47 2.59 0.92
181 H 11.40 1.51 1.09
182 H 8.86 4.87 0.40
183 C 2.40 -4.77 -8.01
184 C -3.87 2.17 7.45
185 C -5.35 1.81 5.45
186 H 4.04 -7.87 4.69
187 O 3.61 -11.17 -2.60
188 F 2.39 8.43 2.21
189 H 7.58 3.40 -1.06
190 H 13.85 1.18 0.64

E_tot = -10561.7722 Ha
Largest force on an atom = 0.27047 hartree/bohr
Kohn-Sham gap = 5.20 eV
Multiplicity = 1
Highest occupied orbital energy = -6.93 eV

This record from OMol25 describes 6 unconnected molecules or ions with the total composition C40H92BIO20PS5. The level of theory is ωB97M-V/def2-TZVPD.

Element x y z (Å)
1 O 5.57 -2.00 2.84
2 P 1.80 -0.81 -4.16
3 H -1.44 -4.13 6.93
4 H 2.91 -3.62 -7.68
5 O 4.37 0.04 -1.56
6 S 0.49 6.24 0.86
7 H 4.05 -2.37 -2.14
8 H -0.26 -0.57 -0.88
9 H -5.60 0.29 -0.90
10 H 2.17 2.38 -4.60
11 H 5.30 -2.52 -3.35
12 C 4.31 2.29 -4.29
13 S 4.24 -1.50 2.91
14 O -2.95 -4.22 3.79
15 O 7.93 7.34 -1.05
16 H 1.28 -4.19 -7.38
17 H 2.13 -1.92 -3.26
18 C 0.27 -3.69 -0.04
19 H 0.53 -1.48 -4.37
20 H 1.54 3.59 -2.48
21 H -4.97 -4.95 -0.05
22 C 4.65 -3.36 5.54
23 H 0.63 1.46 -0.54
24 O -9.92 -2.46 1.94
25 H 3.08 1.74 -5.93
26 H -4.48 0.08 -3.04
27 H -12.44 0.82 1.45
28 O 0.95 6.03 -0.47
29 H 5.10 -3.79 4.65
30 O 3.84 -1.31 4.45
31 H -0.42 -3.33 0.72
32 H -9.89 -1.34 4.53
33 H -11.67 -1.83 0.11
34 H -2.83 -5.00 -1.62
35 H -3.86 -6.00 7.08
36 H -13.04 -1.61 1.18
37 H -5.61 -3.43 3.89
38 H 2.14 0.00 0.21
39 H 3.12 3.47 -5.68
40 C -12.39 -1.10 0.48
41 H 2.46 -4.19 -6.06
42 O 7.82 7.48 1.41
43 C -6.26 -0.96 -2.49
44 C 0.87 2.82 -2.11
45 H -5.46 -0.40 -4.43
46 H 4.97 2.07 -2.30
47 S -9.64 -1.09 2.21
48 C 0.47 -2.63 -1.13
49 H 2.98 -2.11 6.09
50 H -5.45 -2.19 5.17
51 H -0.67 -5.99 1.23
52 H -2.57 -3.39 -0.94
53 H 5.81 -0.26 -3.05
54 H -5.01 -4.10 -1.58
55 C 3.44 0.59 -2.52
56 H 5.30 6.94 -0.70
57 H 3.10 7.06 0.50
58 C 5.10 -2.19 -2.33
59 H -1.21 4.66 0.93
60 C 0.55 -1.21 -0.54
61 H 9.01 9.56 -0.08
62 C -4.97 -2.66 4.31
63 H 0.73 -5.67 -0.74
64 C -4.81 -2.84 0.13
65 C 2.49 8.59 1.90
66 H 6.92 6.35 -2.51
67 C 5.88 6.02 -0.67
68 O 9.58 6.12 0.30
69 H -8.94 0.11 4.11
70 C -3.00 -4.37 -0.75
71 S 8.72 7.27 0.32
72 H 3.22 0.58 2.53
73 H -3.85 -0.92 -0.22
74 H 2.19 2.23 -0.55
75 H 7.78 5.29 -1.41
76 H 6.09 5.79 0.37
77 H -1.60 -5.57 7.95
78 H -4.73 -1.91 3.56
79 C 3.08 2.52 -5.17
80 C -9.12 -0.94 3.89
81 H -2.62 -4.15 8.24
82 O -11.01 -0.29 2.36
83 O 3.16 -2.18 2.25
84 O 3.38 -0.13 -3.68
85 C -0.38 2.90 -2.50
86 H -7.34 -0.84 -2.59
87 H 0.39 3.93 1.24
88 C 4.02 2.02 -2.82
89 C 1.93 -0.56 -0.71
90 C -1.15 -5.81 0.27
91 H -1.39 -6.77 -0.17
92 H 10.25 8.89 1.00
93 C 4.23 0.20 2.45
94 C -5.49 -0.01 -3.41
95 H 3.43 2.84 -2.44
96 H -8.21 -1.51 3.99
97 H 1.68 8.98 1.27
98 H -0.32 -2.73 -1.87
99 H -5.96 0.97 -3.39
100 H -0.67 3.65 -3.22
101 H 4.33 -4.18 6.19
102 H 2.16 8.66 2.94
103 H 4.57 0.25 1.41
104 H -12.98 -0.75 -0.37
105 C 2.82 7.15 1.55
106 C -0.15 -5.04 -0.61
107 C -11.70 0.08 1.14
108 I 5.45 4.18 -4.31
109 H 2.68 -1.34 -0.76
110 O -4.06 -4.32 5.98
111 H 1.22 -3.83 0.47
112 H -2.74 -5.91 5.73
113 C 5.42 -0.71 -2.13
114 H 2.71 -3.04 4.62
115 C 1.43 1.78 -1.20
116 H 6.24 -0.66 -1.41
117 H 5.00 1.58 -4.72
118 H 0.42 -1.34 0.54
119 H 5.29 5.21 -1.09
120 O -0.35 7.36 1.18
121 H 3.66 6.81 2.14
122 H -4.19 -2.76 1.02
123 H 4.92 0.74 3.10
124 C 7.16 6.18 -1.47
125 H 3.97 -0.95 -6.94
126 O 1.09 0.16 -2.87
127 H 1.39 -2.89 -1.63
128 H -1.14 2.21 -2.16
129 O -2.64 -2.38 5.43
130 H 1.46 0.32 -5.03
131 C -3.20 -5.33 6.53
132 H -5.84 -2.84 0.49
133 C 2.11 -3.65 -6.94
134 H 5.67 -2.79 -1.62
135 B 2.53 -1.64 -5.76
136 S -3.46 -3.39 4.83
137 H -4.10 -1.89 -1.66
138 H 5.41 -2.78 6.05
139 O -8.76 -0.34 1.37
140 H -11.00 0.57 0.46
141 H -3.19 -5.68 0.92
142 C 2.02 0.48 -1.87
143 H -0.43 4.87 2.53
144 C 9.68 8.73 0.09
145 H 10.35 8.58 -0.75
146 C -2.44 -5.01 0.51
147 H -2.22 -4.26 1.26
148 H 3.36 9.22 1.76
149 O 3.87 -1.55 -6.20
150 C -4.55 -1.57 -0.72
151 O 1.75 6.24 1.84
152 C 3.46 -2.48 5.18
153 C -5.84 -0.76 -1.02
154 O 1.67 -2.35 -6.60
155 H -6.63 -1.06 -0.34
156 H -0.55 -4.90 -1.62
157 H -6.03 -1.99 -2.76
158 C -2.15 -4.76 7.47
159 C -4.51 -4.14 -0.61
160 C -0.26 4.77 1.46

Net charge = -1
E_tot = -5738.8787 Ha
Largest force on an atom = 0.03806 hartree/bohr
Kohn-Sham gap = 5.48 eV
Multiplicity = 1
Highest occupied orbital energy = -4.08 eV

Question: The lowest E_tot belongs to which entry?
Answer: C40H90F12KN11O24S12

Question: Look up the multiplicity of the second one.
Answer: 1